Entry from the OMol25 dataset: a 2-piece molecular cluster, C10H21NO3 overall (ωB97M-V/def2-TZVPD).

## Properties
- HOMO-LUMO gap (alpha / beta) (eV) = 9.154 / 9.154
- SMILES = CC(C)(C)C(=O)C(C)(C)C.C=[N+]([O-])O
- LUMO level (alpha / beta) (hartree) = 0.0046 / 0.0045
- 2S+1 = 1

CARTESIAN COORDINATES (ANGSTROEM)
C1 -1.00949 1.75173 -1.14156
C2 -0.17808 1.44167 0.15076
C3 -0.81832 2.06822 1.42939
C4 1.12013 2.23891 0.06427
C5 0.14083 -0.05518 0.50195
O1 0.88670 -0.26126 1.45492
C6 -0.72028 -1.20593 0.01357
C7 -0.14938 -2.55800 0.38089
C8 -1.89491 -1.11570 1.01184
C9 -1.23869 -1.32982 -1.43629
H1 -2.03257 1.39857 -1.10091
H2 -0.95613 2.92534 -1.14412
H3 -0.36615 1.40128 -1.95911
H4 -0.90738 3.15985 1.49553
H5 -0.40040 1.54101 2.28667
H6 -1.91838 1.89583 1.52582
H7 1.47623 2.09167 -0.93342
H8 0.91746 3.30084 0.13132
H9 1.96803 2.05751 0.87243
H10 0.62974 -2.46691 1.05233
H11 0.34600 -2.97786 -0.53339
H12 -0.92729 -3.37310 0.44975
H13 -2.35363 -0.17180 1.12632
H14 -1.61428 -1.59488 2.05172
H15 -2.63458 -1.77190 0.50182
H16 -0.42926 -1.63064 -2.00722
H17 -1.63078 -0.50660 -1.84982
H18 -1.88957 -2.16972 -1.64763
C10 1.89522 -0.35037 -1.02137
N1 2.93742 -0.42183 -0.22544
O2 3.90344 0.34748 -0.14519
O3 2.80342 -1.50847 0.62694
H19 1.87814 0.27711 -2.03846
H20 1.20814 -1.19645 -1.05936
H21 1.95864 -1.23060 1.11502

Mulliken atomic charges, in units of e:
1 C -1.872
2 C 2.167
3 C -1.576
4 C -1.755
5 C -0.369
6 O -0.721
7 C 1.894
8 C -1.668
9 C -1.627
10 C -1.818
11 H 0.306
12 H 0.429
13 H 0.385
14 H 0.397
15 H 0.397
16 H 0.359
17 H 0.489
18 H 0.570
19 H 0.147
20 H 0.482
21 H 0.407
22 H 0.408
23 H 0.314
24 H 0.288
25 H 0.482
26 H 0.458
27 H 0.572
28 H 0.463
29 C -1.078
30 N 0.978
31 O -0.692
32 O -0.507
33 H 0.400
34 H 0.517
35 H 0.371